Molecular formula: C2H5O
Method: DFT, ωB97M-V/def2-TZVPD

Last column: Löwdin charge in e.
Positions of all 8 atoms, in Å:
O (-0.265, 1.858, -1.481)  -0.6526
H (-0.001, 2.599, -2.021)  -0.2415
C (-0.230, -0.586, 0.640)  -0.0823
C (0.522, -1.556, 1.178)  -0.1350
H (-1.286, -0.537, 0.387)  0.0515
H (0.259, 0.104, -0.078)  0.0167
H (0.087, -2.374, 1.769)  0.0150
H (1.427, -1.894, 0.677)  0.0283

Forces on atoms 1 to 6 (eV/Å):
-0.1 -0.5 0.4
0.1 0.4 -0.3
1.5 0.0 -2.3
-1.6 -1.1 -0.5
-0.3 0.1 1.6
-0.2 -0.1 0.4

Summary:
E_LUMO: 4.2763 eV
Spin multiplicity: 1
Total charge: -1
Maximum force: 2.7 eV/A
Energy above the lowest of the compared OMol25 structures with the same formula, charge and spin: 34.0 kcal per mole